(1)
93
Properties=species:S:1:pos:R:3 method="wB97M-V/def2-TZVPD" max_force_ev_per_a=0.71 e_tot_ha=-6574.67658 charge=-2 orbital_gap_ev="5.216 / 6.137" spin_multiplicity=6
Fe 0.006 -0.183 -0.876
I 0.646 -3.088 -1.554
C 0.191 -3.636 0.401
C 0.454 -4.920 0.786
C 0.099 -5.348 2.083
C -0.540 -4.487 2.924
C -0.836 -3.158 2.526
C -1.577 -2.312 3.381
C -1.896 -1.051 2.964
C -1.449 -0.575 1.716
C -0.695 -1.325 0.831
C -0.430 -2.672 1.245
H 0.926 -5.608 0.097
H 0.317 -6.364 2.390
H -0.850 -4.810 3.913
H -1.897 -2.689 4.348
H -2.488 -0.402 3.603
H -1.723 0.435 1.434
C -3.268 -3.415 -0.410
C -3.615 -2.149 -1.146
C -4.938 -1.874 -1.467
C -5.195 -0.663 -2.111
C -4.166 0.187 -2.415
C -2.812 -0.161 -2.088
N -2.602 -1.342 -1.447
N -1.735 0.592 -2.354
Si -1.845 1.834 -3.547
C -2.601 1.136 -5.149
C -2.865 3.347 -3.033
C -0.239 2.591 -4.156
H -4.136 -4.074 -0.336
H -2.918 -3.180 0.597
H -2.458 -3.944 -0.915
H -5.728 -2.567 -1.208
H -6.214 -0.385 -2.368
H -4.376 1.133 -2.892
H -3.551 0.622 -4.999
H -1.899 0.414 -5.578
H -2.752 1.932 -5.886
H -3.888 3.130 -2.720
H -2.907 4.054 -3.870
H -2.345 3.837 -2.207
H 0.396 1.872 -4.674
H 0.319 3.049 -3.341
H -0.522 3.376 -4.868
C 3.395 0.088 -4.968
Ge 3.125 -0.200 -3.020
C 3.859 -2.006 -2.732
C 4.351 1.087 -2.165
C 1.282 0.122 -2.566
H 4.430 -0.111 -5.262
H 3.148 1.118 -5.236
H 2.740 -0.574 -5.539
H 4.898 -2.034 -3.071
H 3.293 -2.741 -3.308
H 3.812 -2.289 -1.681
H 5.391 0.859 -2.409
H 4.244 1.087 -1.080
H 4.121 2.092 -2.528
H 0.669 -0.154 -3.432
H 1.187 1.209 -2.460
C 2.185 -2.253 4.766
C 2.055 -0.759 4.678
C 0.928 -0.108 5.161
C 0.774 1.262 5.009
C 1.765 1.986 4.369
C 2.909 1.361 3.887
C 3.051 -0.004 4.056
S 1.508 3.694 4.030
O 2.773 4.367 3.890
O 0.557 4.182 4.998
N 0.863 3.631 2.542
C -0.536 3.227 2.361
C -1.013 3.677 0.997
C -0.366 2.924 -0.180
O -0.019 3.584 -1.160
O -0.258 1.673 -0.001
H 1.370 -2.688 5.346
H 3.133 -2.542 5.225
H 2.151 -2.682 3.763
H 0.141 -0.685 5.631
H -0.110 1.769 5.374
H 3.658 1.943 3.368
H 3.928 -0.503 3.662
H 1.211 4.366 1.942
H -1.152 3.663 3.152
H -0.585 2.139 2.419
H -0.851 4.749 0.867
H -2.089 3.497 0.917
Cl 2.910 -1.384 0.862
C 1.825 0.031 0.459
H 2.486 0.779 0.024
H 1.453 0.391 1.419

(2)
92
Properties=species:S:1:pos:R:3 method="wB97M-V/def2-TZVPD" max_force_ev_per_a=1.75 e_tot_ha=-3357.15746 orbital_gap_ev="7.807 / 3.568" spin_multiplicity=5
Os -0.431 0.607 -1.181
C 4.405 -4.491 -2.035
C 3.987 -3.702 -0.787
C 4.981 -3.970 0.354
C 2.607 -4.188 -0.342
C 3.982 -2.205 -1.112
C 5.188 -1.563 -1.454
C 5.252 -0.208 -1.701
C 4.072 0.528 -1.621
S 3.831 2.237 -1.816
C 2.144 2.028 -1.503
N 1.780 0.794 -1.290
C 2.864 -0.091 -1.328
C 2.822 -1.457 -1.061
C 1.162 3.086 -1.378
C 1.521 4.432 -1.456
C 0.587 5.411 -1.184
C -0.694 5.021 -0.807
C -1.052 3.680 -0.758
C -0.153 2.654 -1.079
H 4.425 -5.562 -1.815
H 5.398 -4.199 -2.384
H 3.693 -4.319 -2.846
H 4.938 -5.022 0.650
H 4.736 -3.356 1.225
H 6.009 -3.747 0.062
H 2.663 -5.254 -0.108
H 1.857 -4.051 -1.122
H 2.272 -3.664 0.560
H 6.105 -2.138 -1.511
H 6.195 0.271 -1.936
H 1.876 -1.907 -0.797
H 2.540 4.704 -1.717
H 0.853 6.459 -1.248
H -1.433 5.774 -0.554
H -2.063 3.448 -0.455
C -1.013 0.977 7.250
C -0.471 0.721 5.883
C -0.174 -0.597 5.470
C 0.310 -0.852 4.218
C 0.616 -2.235 3.742
C 0.464 0.261 3.327
C 0.204 1.617 3.734
C 0.401 2.742 2.769
C -0.270 1.810 5.001
C 0.824 0.019 1.924
O 2.031 -0.119 1.722
O -0.140 0.057 1.131
H -0.966 0.088 7.877
H -2.059 1.290 7.175
H -0.468 1.788 7.737
H -0.334 -1.418 6.159
H 0.539 -2.956 4.554
H 1.616 -2.284 3.310
H -0.088 -2.518 2.954
H 1.390 2.694 2.304
H 0.286 3.704 3.262
H -0.329 2.669 1.957
H -0.502 2.815 5.337
C -3.248 -1.998 -0.240
Si -3.512 -0.161 -0.166
C -5.338 0.186 -0.490
C -3.201 0.469 1.574
C -2.472 0.910 -1.328
Si -3.045 1.101 -3.132
C -4.201 -0.228 -3.751
C -3.947 2.751 -3.146
C -1.661 1.289 -4.381
H -3.953 -2.506 0.425
H -2.230 -2.268 0.056
H -3.400 -2.365 -1.260
H -5.900 0.149 0.452
H -5.773 -0.557 -1.163
H -5.491 1.175 -0.932
H -3.850 -0.040 2.297
H -3.415 1.543 1.626
H -2.158 0.310 1.870
H -2.774 1.884 -0.934
H -5.205 -0.128 -3.337
H -3.815 -1.225 -3.516
H -4.274 -0.151 -4.842
H -4.728 2.799 -2.379
H -4.417 2.943 -4.118
H -3.232 3.560 -2.953
H -1.377 0.325 -4.809
H -0.763 1.735 -3.947
H -2.001 1.942 -5.193
O 0.379 -0.805 -3.286
Cl -0.286 -1.981 -2.745
O 0.498 -3.154 -2.956
O -1.604 -2.115 -3.286
O -0.391 -1.704 -1.276